Record 1
Molecular formula: C26H36N4S2SbV
Method: DFT, the ωB97M-V functional and the def2-TZVPD basis

Values from the calculation:
HOMO (alpha / beta) in eV: -10.705 / -11.068
Calculated total energy in eV: -87393.428
Energy above the lowest of the compared OMol25 structures with the same formula, charge and spin in kcal/mol: 22.3
⟨S²⟩: 3.76

ORCA input file:
```
! wB97M-V def2-TZVPD RIJCOSX def2/J DEFGRID3
* xyz 1 4
V -0.372 0.198 -0.388
C -5.366 3.175 -0.952
C -3.958 3.152 -0.485
N -2.888 3.359 -1.168
C -1.763 3.034 -0.485
C -1.969 2.632 0.814
S -3.608 2.601 1.169
C -0.425 3.140 -1.078
C 0.064 4.252 -1.690
S 1.623 3.809 -2.279
C 1.498 2.229 -1.775
N 0.339 1.982 -1.163
C 2.386 1.172 -2.380
H -5.987 3.819 -0.230
H -5.764 2.127 -1.052
H -5.377 3.544 -1.982
H -1.243 2.627 1.623
H -0.393 5.228 -1.722
H 2.005 0.210 -2.046
H 3.390 1.245 -2.041
H 2.233 1.246 -3.464
N -5.295 -0.741 -6.069
C -4.599 -0.844 -5.144
C -3.763 -0.677 -3.987
C -3.502 -1.664 -3.033
C -2.598 -1.396 -2.008
N -1.999 -0.240 -1.902
C -2.279 0.738 -2.775
C -3.126 0.556 -3.853
H -3.958 -2.651 -3.134
H -2.297 -2.137 -1.293
H -1.668 1.659 -2.723
H -3.492 1.296 -4.530
C 1.531 -4.523 1.429
C 0.777 -4.328 0.126
C -0.747 -4.686 0.343
C 1.385 -5.126 -1.046
C 0.778 -2.896 -0.305
C 0.484 -1.729 -0.381
H 1.280 -5.532 1.763
H 1.194 -3.797 2.198
H 2.630 -4.443 1.237
H -0.879 -5.744 0.502
H -1.358 -4.502 -0.532
H -1.131 -4.083 1.151
H 1.715 -6.143 -0.730
H 2.267 -4.651 -1.477
H 0.600 -5.264 -1.785
C 1.096 3.703 2.858
C 2.058 2.546 2.945
Sb 1.456 0.772 1.813
C 1.406 -0.968 3.079
C 2.033 -0.858 4.444
C 3.411 0.517 0.989
C 4.424 0.100 2.013
H 1.462 4.502 3.522
H 0.081 3.528 3.249
H 0.999 4.145 1.852
H 2.247 2.108 3.940
H 2.974 2.897 2.459
H 1.922 -1.637 2.371
H 0.340 -1.312 3.143
H 3.076 -0.560 4.512
H 2.001 -1.880 4.860
H 1.458 -0.190 5.170
H 3.656 1.559 0.629
H 3.403 -0.167 0.160
H 4.492 0.745 2.862
H 5.383 0.103 1.519
H 4.246 -0.888 2.340
*
```

Atomic partial charges in e from the Mulliken method, atoms 1 to 8:
1. V 0.425
2. C -1.171
3. C 0.649
4. N -0.487
5. C -0.251
6. C 0.244
7. S -0.207
8. C -0.421


Record 2
Molecular formula: C26H37MoN2
Method: DFT, the ωB97M-V functional and the def2-TZVPD basis

Values from the calculation:
HOMO (alpha / beta) in eV: -18.467 / -18.467
Calculated total energy in eV: -32367.284
Energy above the lowest of the compared OMol25 structures with the same formula, charge and spin in kcal/mol: 2.2

ORCA input file:
```
! wB97M-V def2-TZVPD RIJCOSX def2/J DEFGRID3
* xyz 3 1
C 0.769 -2.510 0.902
C 1.806 -1.895 0.111
C 1.332 -1.833 -1.229
C -0.020 -2.354 -1.283
C -0.366 -2.804 0.043
Mo -0.258 -0.568 0.105
C -2.321 1.778 -0.556
C -1.960 0.713 0.534
H -2.028 1.110 1.563
C -2.336 -0.644 0.189
H -2.823 -0.755 -0.786
H -2.553 -1.439 0.913
C -3.130 2.911 -0.033
H -2.639 3.483 0.741
H -3.337 3.605 -0.867
H -4.096 2.566 0.327
C -3.121 1.195 -1.741
H -2.606 0.411 -2.304
H -4.125 0.869 -1.475
H -3.241 2.020 -2.447
C 3.192 -1.604 0.536
H 3.257 -1.414 1.605
H 3.825 -2.467 0.316
H 3.610 -0.741 0.013
C 2.188 -1.623 -2.425
H 2.599 -0.606 -2.467
H 3.035 -2.313 -2.406
H 1.637 -1.807 -3.356
C -0.807 -2.627 -2.536
H -0.729 -1.793 -3.253
H -0.411 -3.527 -3.041
H -1.881 -2.793 -2.319
C -1.485 -3.738 0.417
H -2.352 -3.586 -0.236
H -1.144 -4.778 0.313
H -1.810 -3.582 1.458
C 0.942 -2.958 2.309
H -0.018 -3.130 2.814
H 1.499 -3.908 2.337
H 1.510 -2.229 2.910
C -0.164 1.224 -1.362
C -1.178 2.260 -1.242
C 0.516 1.141 -2.648
C -1.081 3.451 -2.001
H 0.198 1.937 -0.699
C 0.431 2.240 -3.487
H 0.996 0.212 -2.943
C -0.210 3.442 -3.142
H -1.768 4.292 -1.754
H 0.918 2.204 -4.449
H -0.098 4.380 -3.713
C 3.536 2.612 2.604
C 2.315 1.792 2.506
C 1.388 1.415 3.490
C 0.416 0.611 2.868
N 0.721 0.527 1.533
N 1.864 1.255 1.366
C -0.697 -0.123 3.479
H 3.267 3.640 2.892
H 4.201 2.202 3.376
H 4.068 2.639 1.645
H 1.410 1.662 4.521
H 2.341 1.326 0.473
H -0.594 -1.215 3.360
H -0.721 0.090 4.557
H -1.681 0.150 3.076
*
```

Atomic partial charges in e from the Mulliken method, atoms 1 to 8:
1. C 1.031
2. C 0.050
3. C 1.795
4. C 0.449
5. C 0.191
6. Mo -1.451
7. C 1.712
8. C -0.360


Record 3
Molecular formula: C26H39BNO24
Method: DFT, the ωB97M-V functional and the def2-TZVPD basis

Values from the calculation:
HOMO in eV: -5.375
Calculated total energy in eV: -78902.699

ORCA input file:
```
! wB97M-V def2-TZVPD RIJCOSX def2/J DEFGRID3
* xyz -1 1
B 2.106 2.575 2.824
C 0.703 2.028 2.097
C -0.421 2.879 2.501
N -1.477 2.571 3.155
H 1.888 2.815 4.019
H 2.480 3.616 2.282
H 2.973 1.704 2.741
H 0.831 2.120 1.012
H 0.493 0.987 2.356
H -0.312 3.938 2.236
H -1.446 1.566 3.349
C -1.332 0.144 -1.512
C -1.562 -1.343 -1.693
O -0.924 -1.887 -0.526
C -0.882 -0.920 0.426
O -0.582 -1.128 1.559
O -1.242 0.265 -0.086
H -2.150 0.761 -1.874
H -0.393 0.480 -1.953
H -2.616 -1.610 -1.661
H -1.114 -1.749 -2.590
C -5.522 -2.074 -0.164
C -6.316 -0.789 -0.315
O -5.725 -0.201 -1.487
C -5.137 -1.173 -2.205
O -4.662 -1.020 -3.291
O -5.127 -2.334 -1.528
H -6.087 -2.915 0.220
H -4.625 -1.945 0.439
H -7.372 -0.969 -0.519
H -6.210 -0.107 0.522
C -3.253 -2.925 -5.578
C -2.796 -2.490 -6.960
O -1.832 -1.471 -6.655
C -1.396 -1.651 -5.395
O -0.502 -1.039 -4.894
O -2.096 -2.621 -4.780
H -3.472 -3.986 -5.493
H -4.089 -2.342 -5.194
H -2.294 -3.287 -7.510
H -3.584 -2.059 -7.571
C 5.473 0.520 3.918
C 4.379 0.868 4.910
O 5.020 0.537 6.171
C 6.349 0.590 6.010
O 7.150 0.538 6.898
O 6.670 0.706 4.707
H 5.517 1.157 3.042
H 5.436 -0.528 3.612
H 4.119 1.924 4.906
H 3.472 0.288 4.795
C -1.996 -4.021 2.273
C -2.173 -4.137 3.777
O -3.390 -3.408 4.001
C -4.087 -3.366 2.854
O -5.207 -2.964 2.755
O -3.359 -3.844 1.827
H -1.584 -4.910 1.804
H -1.417 -3.146 1.988
H -2.330 -5.166 4.106
H -1.372 -3.680 4.349
C 2.118 -3.907 -4.391
C 2.295 -2.665 -5.245
O 3.151 -3.142 -6.294
C 3.009 -4.481 -6.393
O 3.451 -5.151 -7.270
O 2.288 -4.959 -5.351
H 1.136 -3.989 -3.934
H 2.890 -4.003 -3.627
H 1.360 -2.322 -5.683
H 2.773 -1.837 -4.730
C 8.716 3.863 0.771
C 8.032 4.310 2.053
O 6.713 3.795 1.884
C 6.755 2.752 1.022
O 5.865 1.997 0.829
O 7.979 2.689 0.427
H 9.764 3.605 0.895
H 8.607 4.595 -0.032
H 8.475 3.855 2.941
H 7.982 5.388 2.175
C -4.857 4.132 1.287
C -3.521 4.723 1.692
O -3.332 5.731 0.678
C -4.528 6.074 0.173
O -4.729 6.993 -0.559
O -5.492 5.226 0.608
H -5.474 3.825 2.127
H -4.748 3.304 0.585
H -3.561 5.213 2.664
H -2.704 4.012 1.692
*
```

Atomic partial charges in e from the Mulliken method, atoms 1 to 8:
1. B 0.482
2. C -0.324
3. C 0.101
4. N -0.781
5. H -0.251
6. H -0.257
7. H -0.400
8. H 0.024